Record 1
C3H5BrO | the ωB97M-V functional and the def2-TZVPD basis

## Properties
Kohn-Sham gap ... 9.26 eV
Energy above the lowest of the compared OMol25 structures with the same formula, charge and spin ... 312.30 kJ/mol
HOMO level ... -0.314 Eh

```
10
C3H5BrO, DFT the ωB97M-V functional and the def2-TZVPD basis
Br -2.69723 -0.26261 -0.00928
O 1.74239 -0.70822 0.08159
C -0.29508 1.55267 0.04033
C -1.00559 0.46296 0.05441
C 0.43453 -1.24544 0.11101
H -0.83573 2.48708 0.02848
H -0.04457 -1.62381 -0.75183
H 1.66739 -0.07115 -0.66934
H 0.79236 1.37256 0.19338
H 0.24153 -1.96406 0.92126
```

Record 2
C48H89BN2O17S2 | the ωB97M-V functional and the def2-TZVPD basis

## Properties
Kohn-Sham gap ... 8.11 eV
HOMO level ... -0.288 Eh

```
159
C48H89BN2O17S2, DFT the ωB97M-V functional and the def2-TZVPD basis
S 2.79335 -1.63254 0.80616
S -0.74221 1.19086 -0.00836
O 2.28972 5.92141 -0.42962
O -11.04896 -7.38052 3.29100
O -0.73235 2.49383 -1.01867
O -2.50338 -6.46812 -1.89233
O -4.38053 -3.99948 0.90588
O -1.38638 0.00770 -0.84513
O 4.92374 -6.38270 -2.58694
O -3.13335 -8.03383 -3.36614
O -1.26345 7.66546 -3.84525
O -10.82768 -5.94550 1.58450
O 6.50075 6.51931 2.32703
O -1.86638 1.43093 1.07968
O 3.30289 -6.23089 -1.04740
O 2.31806 3.12250 5.18978
O -6.25676 -5.16409 1.28518
O -2.94425 6.98865 -2.26888
O 7.13072 8.08502 3.80083
N 3.79732 4.61891 1.09650
N 0.84779 0.29712 2.20706
C 7.31671 8.54420 1.39186
C 2.04335 -3.56567 -1.30864
C 1.30982 3.42620 0.40042
C 0.46197 3.91475 1.71858
C 4.09639 3.69887 -3.50629
C 4.99778 4.77291 0.17797
C 0.83265 3.49355 3.20948
C 0.51782 -2.04647 3.42555
C 3.10570 2.39778 -3.65134
C 6.49071 -8.07925 -3.36185
C -13.03975 -6.89355 2.09096
C 1.41441 -0.38132 -4.18294
C -3.17965 4.40529 -1.85037
C 2.00813 1.92432 0.54700
C -0.13304 -0.75248 2.58816
C 0.25074 3.53901 -0.88621
C 6.97606 7.63193 2.53683
C -4.92569 -4.97208 1.42038
C 7.82698 9.29332 4.16053
C -0.69559 4.92446 -0.83455
C 3.28313 1.57590 -0.37485
C 4.43433 -6.60278 -1.34640
C -4.13887 -5.92152 2.27987
C -1.80712 -5.25982 -1.53263
C -2.26785 4.64537 -0.46807
C 0.93110 3.66882 -2.36615
C 1.32773 -0.72054 -0.01498
C 5.26463 -7.38341 -0.36637
C -2.71545 -4.05247 -1.66044
C 1.53099 2.33551 -3.08475
C -7.30488 -6.28590 3.17651
C 2.99667 -0.32781 -4.72257
C -3.78508 5.79844 -2.47423
C 6.91865 10.50067 4.03272
C 0.74245 0.93223 -3.40678
C -2.31739 -6.00894 -4.30131
C -2.58594 7.64798 -3.53397
C 2.63932 -3.44676 0.22544
C -2.65804 -6.92121 -3.15633
C -12.07487 -4.06576 0.66515
C 2.31579 3.71953 3.81178
C 3.79928 5.98316 1.82667
C -6.96183 -6.34908 1.70090
C -11.28862 -5.32773 0.36793
C 3.78175 1.08751 -4.44298
C 6.28598 -6.62437 -2.98702
C 0.91498 0.68327 0.76079
C -11.56400 -6.77924 2.35236
B 2.46882 4.65146 0.33019
H -11.46781 -3.36730 1.25094
H -4.03206 -5.49369 3.27878
H -0.70303 3.66681 1.61003
H 8.12393 9.17840 5.20912
H -1.89320 -6.60981 -5.11041
H -0.88066 -5.15504 -2.10567
H 6.33854 -7.32240 -0.54824
H 3.50987 -1.22798 -5.30301
H -4.57734 -6.91756 2.35563
H 7.74090 7.94334 0.58275
H 5.50865 3.71988 0.10733
H 0.86929 -3.48217 -1.25643
H -1.51017 -5.37474 -0.48404
H -0.74931 5.46986 -1.89841
H -4.88761 5.96920 -2.05493
H -11.84780 -6.03992 -0.24671
H 4.03687 0.91468 0.27879
H -0.21418 -2.33675 4.30997
H -3.91180 5.68048 -3.64980
H 3.08589 0.88422 -1.32812
H -7.88263 -7.16435 3.47636
H -0.88935 -0.26065 3.37139
H 3.93668 2.43329 -0.80250
H 5.79420 -8.37025 -4.15540
H 8.06620 9.29882 1.63459
H 1.86809 -3.97041 0.93831
H 7.51281 -8.24750 -3.71166
H -6.40367 -7.25193 1.43439
H 6.57674 10.64236 3.00519
H 0.47313 5.11243 1.74945
H 1.76008 0.26136 2.69942
H 1.58897 -1.73295 3.77744
H 4.14761 6.86475 1.14100
H 1.99841 3.80069 5.85951
H 6.40564 9.03475 1.04318
H -4.12088 3.77624 -1.47282
H 6.02189 10.37005 4.64775
H -2.68527 5.67589 -0.03034
H 2.50545 1.99685 1.63660
H -6.40841 -6.23292 3.79805
H 0.15408 4.21914 3.88890
H 0.81429 -1.37371 -4.37383
H -10.39170 -5.06413 -0.20388
H -12.96906 -4.27627 1.25582
H -1.56790 -5.25433 -4.05857
H -7.89194 -5.38710 3.39340
H -3.15027 -6.05750 1.83286
H -3.22846 -5.51839 -4.64998
H 0.00929 3.89367 -3.10304
H 2.44504 4.89081 4.00484
H 3.21422 3.23276 3.25983
H 4.48786 5.87246 2.77691
H 1.49897 -0.57169 -1.18709
H -13.34672 -7.92660 2.27593
H 5.77700 5.47012 0.75201
H 5.10148 -6.97153 0.63332
H 4.89982 1.17343 -4.84651
H 6.30025 -8.74496 -2.51725
H 3.81209 4.31475 -2.54031
H 6.46457 -5.99909 -3.86909
H 0.47057 -1.54805 0.02387
H 1.64762 4.57344 -2.53527
H -3.39443 8.17778 -4.21916
H -7.88983 -6.37676 1.11869
H 4.77760 5.28821 -0.84577
H 2.44830 -2.70189 -2.01420
H -12.38044 -3.57401 -0.26232
H 4.95074 -8.42904 -0.38601
H -0.84177 -1.14142 1.71023
H -2.53936 3.78227 -2.62554
H 1.72422 6.57685 0.07276
H 2.70132 6.17377 2.25334
H -3.61222 -4.18310 -1.04541
H 0.61407 -2.93715 2.65999
H -2.46992 3.85204 0.36052
H -13.57512 -6.22659 2.76978
H 3.82905 4.41716 -4.42172
H -0.37863 0.81243 -3.09775
H -13.32583 -6.67152 1.06190
H 5.24103 3.46282 -3.59903
H -3.05736 -3.91079 -2.68797
H 6.98720 -6.28229 -2.21958
H -2.19789 -3.14445 -1.33949
H -0.28238 5.76667 -0.14699
H 2.32955 -4.59818 -1.80017
H 3.67908 -3.98118 0.27976
H 7.43621 11.40869 4.35368
H 8.75344 9.39810 3.58749
H 0.45775 2.42604 3.59171
```

Record 3
CH2S4 | the ωB97M-V functional and the def2-TZVPD basis

## Properties
Kohn-Sham gap (spin up / spin down) ... 6.79 / 7.02 eV
Energy above the lowest of the compared OMol25 structures with the same formula, charge and spin ... 215.39 kJ/mol
HOMO level (spin up / spin down) ... -0.298 / -0.304 Eh

```
7
CH2S4, DFT the ωB97M-V functional and the def2-TZVPD basis
S 2.24862 0.78661 0.09026
S 2.15357 -1.18290 -0.24824
S -0.39147 1.36973 0.52186
S -2.00806 -1.26169 0.26239
C -0.82092 -0.19219 0.24542
H 1.91208 0.91937 -1.18181
H -3.09382 -0.43893 0.31012
```

Record 4
C3H5N6O2 | the ωB97M-V functional and the def2-TZVPD basis

## Properties
Kohn-Sham gap (spin up / spin down) ... 6.11 / 8.01 eV
Energy above the lowest of the compared OMol25 structures with the same formula, charge and spin ... 176.43 kJ/mol
HOMO level (spin up / spin down) ... -0.149 / -0.193 Eh
Total charge ... -1

```
16
C3H5N6O2, DFT the ωB97M-V functional and the def2-TZVPD basis
O 1.00597 0.96322 2.97116
O -1.02702 0.88742 2.12239
N 0.14872 0.65259 2.20309
N 0.82688 -3.40054 -0.85970
N 1.99746 -3.07119 -0.52511
N 0.48414 -0.07784 -0.08420
N 2.02252 -1.78173 -0.17469
N -0.03618 -2.41593 -0.77837
C 0.71814 -1.32461 -0.35565
C -0.77985 0.47458 -0.45879
C -0.65612 1.96811 -0.76898
H -1.72728 2.39369 -0.75499
H -1.46773 0.36292 0.48403
H -1.38863 -0.08449 -1.17996
H 0.10535 2.33603 -0.02377
H -0.22637 2.11776 -1.81645
```